1.
{
  "formula": "C5H12N2",
  "method": "wB97M-V/def2-TZVPD",
  "symbols": ["C", "C", "C", "N", "C", "C", "N", "H", "H", "H", "H", "H", "H", "H", "H", "H", "H", "H", "H"],
  "xyz": [[1.566849, 0.478476, -0.704119], [0.562551, -0.437233, -0.060852], [0.580428, -1.773161, -0.172059], [1.773308, -2.411065, -0.652431], [-0.459081, 0.276392, 0.780200], [-1.686113, 0.845483, 0.118897], [-2.516293, 1.743796, 1.041878], [1.083555, 1.384836, -1.145165], [2.369366, 0.789889, -0.037068], [1.985104, -0.002485, -1.594897], [-0.296137, -2.418770, -0.135122], [1.867029, -3.366548, -0.933625], [2.601221, -1.896751, -0.422792], [-0.828113, -0.414234, 1.537442], [0.106183, 1.146734, 1.241109], [-2.336370, -0.023026, -0.042789], [-1.511746, 1.421362, -0.808247], [-3.069807, 2.373818, 0.478587], [-1.791936, 2.282496, 1.511050]],
  "forces_ev_per_a": [[-0.070, -0.047, -0.924], [-0.723, 0.327, -0.050], [1.627, -0.662, -1.540], [-1.233, 1.112, 0.323], [0.411, 1.007, 0.616], [-1.995, 0.545, -0.132], [1.741, -1.076, -0.204], [0.107, -0.490, 0.778], [0.126, 0.145, 0.006], [0.295, -0.104, 0.267], [0.188, 0.154, 0.825], [-0.274, -0.009, 0.183], [0.278, -0.325, -0.157], [0.189, 0.298, 0.407], [-0.597, -0.997, 0.037], [0.067, 0.261, -0.718], [0.293, -0.666, 0.135], [0.043, 0.102, -0.026], [-0.473, 0.424, 0.173]],
  "lowdin_charge": [-0.08, -0.33, -0.14, 0.04, -0.21, -0.27, -0.02, 0.09, 0.08, 0.07, 0.12, 0.07, 0.07, 0.11, 0.13, 0.10, 0.11, 0.05, 0.04],
  "homo_lumo_gap_ev": 8.713,
  "e_lumo_ev": 1.024
}


2.
{
  "formula": "C5H12N2",
  "method": "wB97M-V/def2-TZVPD",
  "symbols": ["C", "C", "C", "C", "C", "N", "N", "H", "H", "H", "H", "H", "H", "H", "H", "H", "H", "H", "H"],
  "xyz": [[1.495282, -0.204628, 0.887180], [1.024983, 0.785188, -0.229809], [-0.054873, 0.353298, -1.172723], [0.210806, -0.711654, -2.051002], [-1.863363, 0.520234, 0.595708], [-1.346602, 0.807936, -0.829479], [0.084368, -1.090794, 1.519302], [2.216138, 0.401824, 1.420390], [1.880438, -1.111343, 0.394061], [1.832735, 1.109815, -0.824275], [0.581195, 1.712064, 0.176324], [1.197714, -1.121426, -2.154934], [-0.631870, -1.254467, -2.572307], [-1.000858, 0.925240, 1.212759], [-2.782412, 1.048078, 0.907802], [-2.153167, -0.505678, 0.808412], [-2.068695, 0.470093, -1.444482], [0.766621, -0.118703, 1.822930], [0.611551, -2.015075, 1.534136]],
  "forces_ev_per_a": [[0.091, -0.147, -5.126], [-1.584, 0.687, 0.704], [-0.045, -4.620, -0.549], [-2.347, 1.957, 1.207], [1.433, 1.682, -0.193], [-1.389, -0.201, 0.974], [2.043, 0.342, 0.210], [0.532, -0.490, 0.884], [0.542, 0.934, 0.576], [1.393, 0.218, -0.489], [0.656, -0.193, 0.434], [0.348, 0.223, -0.213], [1.080, 0.825, 0.556], [-1.663, -0.956, -0.174], [0.473, 0.675, -0.950], [0.892, -0.260, -0.250], [0.221, -0.088, -0.572], [-2.202, -2.167, 2.279], [-0.472, 1.580, 0.691]],
  "lowdin_charge": [-0.18, -0.19, -0.38, 0.04, -0.10, -0.04, -0.03, 0.11, 0.11, 0.10, 0.11, 0.03, 0.06, 0.07, 0.07, 0.06, 0.09, 0.04, 0.03],
  "homo_lumo_gap_ev": 8.824,
  "e_lumo_ev": 0.875
}


3.
{
  "formula": "C5H12N2",
  "method": "wB97M-V/def2-TZVPD",
  "symbols": ["H", "N", "C", "N", "H", "H", "H", "C", "C", "C", "C", "H", "H", "H", "H", "H", "H", "H", "H"],
  "xyz": [[-1.136837, 2.346531, -0.902755], [-1.156760, 1.840922, -0.008215], [-1.853228, 0.753798, -0.139853], [-2.595981, 0.264287, 0.885337], [-2.076051, 0.283138, -1.110877], [-2.330922, 0.641695, 1.787627], [-2.775716, -0.730252, 0.894758], [0.556545, -1.518733, 0.937295], [0.437610, -1.113376, -0.499079], [1.101200, -0.089545, -1.091108], [2.095934, 0.825439, -0.454409], [-0.377878, -1.985421, 1.264221], [0.733018, -0.663635, 1.594238], [1.360007, -2.248430, 1.074394], [-0.069811, -1.825924, -1.146053], [1.015689, 0.004670, -2.172110], [1.913228, 1.853725, -0.777979], [2.051481, 0.808544, 0.635800], [3.108472, 0.552566, -0.771231]],
  "forces_ev_per_a": [[0.787, -0.662, 0.211], [-1.550, -0.634, -0.140], [-0.010, 2.331, -0.900], [0.556, -0.838, 0.723], [0.097, 0.057, 0.292], [-0.108, 0.019, -0.046], [-0.028, 0.073, -0.030], [-0.393, 0.186, 0.142], [1.513, 0.707, -0.932], [-0.334, -1.669, 0.421], [-0.342, 0.268, 0.112], [0.141, -0.054, 0.077], [0.091, -0.095, -0.062], [-0.047, 0.050, 0.047], [-0.250, 0.257, 0.005], [-0.150, 0.029, 0.079], [0.082, -0.014, 0.066], [0.031, -0.036, -0.103], [-0.085, 0.024, 0.038]],
  "lowdin_charge": [0.04, 0.05, -0.42, 0.08, 0.12, 0.10, 0.08, -0.12, -0.22, -0.20, -0.11, 0.06, 0.07, 0.08, 0.09, 0.10, 0.07, 0.06, 0.08],
  "homo_lumo_gap_ev": 9.603,
  "e_lumo_ev": 0.996
}


4.
{
  "formula": "C5H12N2",
  "method": "wB97M-V/def2-TZVPD",
  "symbols": ["N", "C", "C", "C", "C", "C", "N", "H", "H", "H", "H", "H", "H", "H", "H", "H", "H", "H", "H"],
  "xyz": [[1.645100, -2.143963, 2.506927], [1.600102, -1.514816, 1.243114], [0.523224, -1.356143, 0.390443], [0.489458, -0.054322, -0.291855], [-0.710171, 0.047330, -1.301066], [-1.682705, 1.155375, -1.167196], [-1.014991, 2.526425, -0.807921], [0.734040, -2.394418, 2.690570], [2.022347, -1.637094, 3.225358], [2.465217, -0.866481, 1.219819], [-0.413832, -1.905981, 0.817345], [1.507130, 0.065047, -0.879949], [0.371934, 0.809570, 0.358979], [-0.264442, 0.025095, -2.411730], [-0.990166, -0.965790, -1.419128], [-2.282031, 0.742478, -0.328053], [-2.373819, 1.347348, -1.953794], [-1.353503, 3.319313, -0.315157], [-0.272890, 2.801027, -1.576705]],
  "forces_ev_per_a": [[-0.147, -1.745, -3.699], [-0.945, 1.253, 0.471], [0.994, -1.718, 4.418], [0.482, 1.051, -3.072], [4.243, -0.244, -4.137], [-0.442, 1.972, 2.996], [2.836, -2.359, -3.111], [-2.187, -1.052, 1.185], [1.327, 1.536, 1.734], [0.203, 0.162, -1.020], [1.347, 1.093, -1.342], [-1.959, 0.043, 1.209], [0.269, -0.098, 0.363], [-0.356, 0.855, 1.925], [-1.960, -0.852, 0.584], [-0.137, 1.274, 0.073], [-0.266, -0.439, -0.977], [-0.980, -0.041, 0.155], [-2.322, -0.692, 2.243]],
  "lowdin_charge": [0.05, -0.19, -0.15, -0.26, -0.26, -0.25, -0.03, 0.04, 0.05, 0.11, 0.13, 0.15, 0.09, 0.14, 0.07, 0.11, 0.08, 0.02, 0.11],
  "homo_lumo_gap_ev": 8.961,
  "e_lumo_ev": 1.175
}


5.
{
  "formula": "C5H12N2",
  "method": "wB97M-V/def2-TZVPD",
  "symbols": ["C", "C", "C", "C", "N", "C", "N", "H", "H", "H", "H", "H", "H", "H", "H", "H", "H", "H", "H"],
  "xyz": [[-0.897756, -1.860710, -1.906117], [0.039619, -1.791961, -0.714609], [-0.356964, -0.748186, 0.335157], [0.031689, 0.676872, -0.055007], [-0.626838, 1.605057, 0.842442], [0.017977, 2.351901, 1.618154], [1.425864, 2.379827, 1.842712], [-0.854027, -2.852634, -2.362464], [-1.935103, -1.743714, -1.592254], [-0.624972, -1.169925, -2.702261], [-0.028456, -2.751232, -0.190233], [1.066740, -1.650959, -1.053833], [0.093701, -0.996831, 1.301782], [-1.427862, -0.817872, 0.537825], [-0.296624, 0.924258, -1.066930], [1.127657, 0.729487, -0.059557], [-0.508003, 3.048383, 2.254360], [1.872163, 1.517022, 1.573152], [1.881197, 3.151209, 1.397680]],
  "forces_ev_per_a": [[0.026, -0.479, -0.342], [-0.415, -0.266, 0.689], [0.148, -0.052, -0.215], [-0.112, -0.242, 0.404], [-0.340, 0.021, -0.151], [0.928, 0.033, 0.001], [-0.508, -0.550, 0.279], [0.116, -0.008, -0.020], [-0.021, 0.317, -0.105], [-0.269, 0.288, 0.100], [0.295, -0.042, -0.179], [0.102, -0.047, 0.133], [0.235, 0.119, -0.094], [-0.087, 0.161, -0.249], [-0.132, -0.141, -0.003], [-0.004, 0.135, -0.048], [-0.297, 0.216, 0.008], [0.096, 0.030, -0.180], [0.239, 0.509, -0.027]],
  "lowdin_charge": [-0.12, -0.27, -0.22, -0.25, 0.03, -0.28, 0.05, 0.07, 0.07, 0.07, 0.10, 0.10, 0.11, 0.11, 0.12, 0.10, 0.10, 0.06, 0.07],
  "homo_lumo_gap_ev": 10.512,
  "e_lumo_ev": 1.036
}


6.
{
  "formula": "C5H12N2O",
  "method": "wB97M-V/def2-TZVPD",
  "symbols": ["C", "N", "C", "N", "C", "C", "C", "O", "H", "H", "H", "H", "H", "H", "H", "H", "H", "H", "H", "H"],
  "xyz": [[0.571063, 0.061050, -0.042007], [-0.162209, 0.699045, 1.047715], [0.344526, 2.020076, 1.508971], [0.715036, 2.932070, 0.422951], [-0.331262, -0.569656, -1.171708], [-0.221751, -2.090380, -1.030113], [-0.987107, -2.677198, 0.112942], [-0.976302, -3.930442, 0.334896], [1.259011, -0.761837, 0.173273], [1.232525, 0.757315, -0.578815], [-1.124826, 0.807890, 0.760456], [-0.445091, 2.575068, 2.006426], [1.258854, 1.803287, 2.058382], [1.591596, 3.074005, -0.045739], [-0.037982, 3.091736, -0.228453], [-0.042019, -0.243022, -2.160102], [-1.387600, -0.268567, -1.004618], [-0.316046, -2.851104, -1.853109], [0.844186, -2.379321, -0.908100], [-1.784602, -2.050012, 0.596752]],
  "forces_ev_per_a": [[0.231, -0.084, -1.883], [0.121, 0.636, 0.332], [0.795, -1.046, -2.375], [-0.699, 1.288, -0.159], [-0.311, -0.706, 1.160], [0.516, -1.634, 0.091], [-0.712, 1.009, 0.438], [0.217, -0.868, 0.043], [-0.312, 0.141, 1.148], [-0.186, 0.481, 0.326], [-0.054, -0.142, 0.033], [0.076, -0.565, 0.782], [-0.215, 0.421, 0.575], [0.278, -0.789, 0.484], [-0.013, -0.063, 0.018], [0.187, 0.281, -0.278], [0.370, -0.141, -0.166], [-0.985, 1.081, -0.745], [0.335, 0.650, 0.509], [0.361, 0.053, -0.334]],
  "lowdin_charge": [-0.26, -0.06, -0.29, -0.04, -0.20, -0.32, -0.50, -0.26, 0.09, 0.08, 0.08, 0.10, 0.10, 0.04, 0.05, 0.08, 0.09, 0.08, 0.08, 0.05],
  "homo_lumo_gap_ev": [2.866, 6.393],
  "charge": -1,
  "multiplicity": 2,
  "e_lumo_ev": [3.548, 3.527]
}


The records above yield ΔE to the lowest compared entry with this formula, charge and spin values of 35.3, 149.1, 34.1, 83.5, 19.7, 44.4 kcal/mol, respectively.
The records above yield DFT total energy values of -8358.60485, -8353.66878, -8358.65705, -8356.51552, -8359.28329, -10404.57952 eV, respectively.